{"formula": "C36H99CrN9O13S", "method": "wB97M-V/def2-TZVPD", "e_lumo_ev": [-0.8, -1.0], "homo_energy_ev": [-7.925, -7.926], "de_lowest_kcal_mol": 0.0, "multiplicity": 5, "total_charge": 0, "gap_ev": [7.087, 6.909], "species": ["Cr", "S", "O", "O", "O", "O", "C", "C", "C", "O", "C", "N", "H", "H", "H", "H", "H", "H", "H", "H", "H", "H", "H", "C", "C", "C", "O", "C", "N", "H", "H", "H", "H", "H", "H", "H", "H", "H", "H", "H", "C", "C", "C", "O", "C", "N", "H", "H", "H", "H", "H", "H", "H", "H", "H", "H", "H", "C", "C", "C", "O", "C", "N", "H", "H", "H", "H", "H", "H", "H", "H", "H", "H", "H", "C", "C", "C", "O", "C", "N", "H", "H", "H", "H", "H", "H", "H", "H", "H", "H", "H", "C", "C", "C", "O", "C", "N", "H", "H", "H", "H", "H", "H", "H", "H", "H", "H", "H", "C", "C", "C", "O", "C", "N", "H", "H", "H", "H", "H", "H", "H", "H", "H", "H", "H", "C", "C", "C", "O", "C", "N", "H", "H", "H", "H", "H", "H", "H", "H", "H", "H", "H", "C", "C", "C", "O", "C", "N", "H", "H", "H", "H", "H", "H", "H", "H", "H", "H", "H"], "xyz": [[-0.07, 1.82, -1.98], [-1.08, 0.25, 0.02], [-0.69, -1.15, 0.11], [-1.89, 0.77, 1.10], [0.12, 1.10, -0.17], [-1.72, 0.53, -1.32], [-2.17, -2.69, -4.79], [-2.19, -2.92, -3.29], [-1.92, -4.40, -3.02], [-2.85, -5.31, -3.55], [-4.13, -5.25, -2.95], [-1.16, -2.13, -2.63], [-2.67, -1.75, -5.04], [-2.72, -3.52, -5.25], [-1.19, -2.80, -5.28], [-3.17, -2.54, -2.96], [-1.82, -4.58, -1.94], [-0.93, -4.56, -3.44], [-4.77, -6.02, -3.37], [-4.62, -4.30, -3.16], [-4.06, -5.34, -1.87], [-1.44, -1.15, -2.68], [-1.04, -2.29, -1.63], [-3.28, 1.05, 4.83], [-4.36, 1.42, 3.79], [-4.37, 2.90, 3.46], [-4.69, 3.74, 4.52], [-6.00, 3.61, 5.08], [-4.24, 0.53, 2.61], [-3.36, 1.79, 5.64], [-2.25, 1.21, 4.49], [-3.46, 0.05, 5.22], [-5.33, 1.10, 4.18], [-4.94, 3.11, 2.54], [-3.34, 3.14, 3.20], [-5.96, 2.80, 5.81], [-6.73, 3.21, 4.36], [-6.26, 4.59, 5.47], [-4.18, -0.41, 2.98], [-3.39, 0.63, 2.05], [-3.18, -3.36, 0.81], [-4.53, -2.73, 0.91], [-5.38, -2.83, -0.36], [-6.57, -2.12, -0.17], [-7.34, -1.99, -1.34], [-5.26, -3.34, 2.05], [-3.24, -4.45, 0.79], [-2.58, -3.04, 1.67], [-2.60, -2.97, -0.02], [-4.50, -1.65, 1.13], [-5.48, -3.91, -0.56], [-4.84, -2.45, -1.24], [-8.30, -1.49, -1.17], [-7.53, -2.98, -1.75], [-6.81, -1.33, -2.04], [-6.18, -2.89, 2.02], [-5.44, -4.30, 1.76], [-0.88, 5.77, 1.61], [-0.74, 4.26, 1.58], [-0.49, 3.64, 2.95], [0.89, 3.77, 3.28], [1.24, 3.43, 4.60], [-1.91, 3.66, 0.91], [-1.71, 6.13, 2.22], [-1.01, 6.15, 0.60], [0.02, 6.31, 1.93], [0.12, 4.14, 0.91], [-0.69, 2.56, 2.95], [-1.10, 4.15, 3.70], [1.13, 2.36, 4.79], [0.59, 3.95, 5.31], [2.23, 3.86, 4.77], [-1.88, 2.67, 1.14], [-1.68, 3.67, -0.07], [2.29, -1.38, -4.25], [1.58, -0.03, -4.15], [0.56, 0.13, -5.30], [1.24, 0.00, -6.53], [0.41, -0.29, -7.62], [0.88, 0.08, -2.86], [2.90, -1.58, -3.37], [2.92, -1.41, -5.14], [1.59, -2.21, -4.38], [2.35, 0.74, -4.12], [0.19, 1.16, -5.22], [-0.24, -0.60, -5.21], [1.00, -0.51, -8.52], [-0.31, 0.50, -7.82], [-0.06, -1.28, -7.51], [1.52, -0.42, -2.21], [0.14, -0.64, -2.80], [3.17, 4.90, -2.44], [2.04, 4.08, -3.07], [2.30, 3.60, -4.48], [3.44, 2.78, -4.52], [3.88, 2.48, -5.83], [1.75, 2.87, -2.22], [2.94, 5.14, -1.41], [3.26, 5.87, -2.93], [4.10, 4.33, -2.49], [1.10, 4.65, -3.07], [2.40, 4.48, -5.13], [1.45, 3.02, -4.86], [4.40, 3.35, -6.23], [2.98, 2.19, -6.40], [4.50, 1.59, -5.92], [2.55, 2.32, -2.55], [1.90, 3.20, -1.25], [2.18, -3.81, -0.69], [2.69, -2.52, -0.06], [4.21, -2.30, -0.22], [4.84, -3.48, 0.27], [6.20, -3.26, 0.59], [1.97, -1.37, -0.66], [2.30, -3.75, -1.78], [1.18, -4.13, -0.39], [2.85, -4.60, -0.35], [2.42, -2.53, 1.00], [4.46, -1.46, 0.44], [4.63, -2.16, -1.22], [6.67, -4.21, 0.83], [6.22, -2.57, 1.44], [6.72, -2.86, -0.29], [0.98, -1.52, -0.43], [2.18, -0.59, -0.03], [0.52, -0.68, 5.16], [0.68, -1.15, 3.72], [1.16, -2.59, 3.61], [2.54, -2.71, 3.88], [3.04, -3.99, 3.57], [-0.60, -0.94, 3.05], [-0.25, -1.32, 5.60], [0.12, 0.33, 5.28], [1.46, -0.68, 5.71], [1.40, -0.53, 3.16], [0.96, -2.99, 2.61], [0.56, -3.20, 4.29], [2.64, -4.82, 4.17], [4.12, -3.99, 3.60], [2.73, -4.20, 2.53], [-0.87, 0.03, 3.00], [-0.74, -1.23, 2.09], [4.59, 3.41, 0.97], [3.76, 2.13, 0.87], [3.87, 1.34, 2.17], [5.22, 0.91, 2.29], [5.41, 0.02, 3.36], [2.38, 2.61, 0.63], [5.61, 3.15, 1.24], [4.26, 4.05, 1.79], [4.52, 4.01, 0.06], [4.04, 1.42, 0.09], [3.24, 0.46, 2.04], [3.57, 1.92, 3.05], [4.86, -0.92, 3.21], [5.07, 0.44, 4.31], [6.47, -0.25, 3.41], [1.65, 1.91, 0.61], [2.11, 3.16, 1.44]]}



{"formula": "C36H99N9O9", "method": "wB97M-V/def2-TZVPD", "e_lumo_ev": [-2.5, -8.5], "homo_energy_ev": [-10.521, -10.521], "de_lowest_kcal_mol": 68.6, "multiplicity": 2, "total_charge": 1, "gap_ev": [7.989, 2.028], "species": ["C", "C", "C", "O", "C", "N", "H", "H", "H", "H", "H", "H", "H", "H", "H", "H", "H", "C", "C", "C", "O", "C", "N", "H", "H", "H", "H", "H", "H", "H", "H", "H", "H", "H", "C", "C", "C", "O", "C", "N", "H", "H", "H", "H", "H", "H", "H", "H", "H", "H", "H", "C", "C", "C", "O", "C", "N", "H", "H", "H", "H", "H", "H", "H", "H", "H", "H", "H", "C", "C", "C", "O", "C", "N", "H", "H", "H", "H", "H", "H", "H", "H", "H", "H", "H", "C", "C", "C", "O", "C", "N", "H", "H", "H", "H", "H", "H", "H", "H", "H", "H", "H", "C", "C", "C", "O", "C", "N", "H", "H", "H", "H", "H", "H", "H", "H", "H", "H", "H", "C", "C", "C", "O", "C", "N", "H", "H", "H", "H", "H", "H", "H", "H", "H", "H", "H", "C", "C", "C", "O", "C", "N", "H", "H", "H", "H", "H", "H", "H", "H", "H", "H", "H"], "xyz": [[5.42, 3.96, 5.42], [6.33, 3.27, 4.45], [5.66, 2.33, 3.46], [4.75, 3.08, 2.55], [4.03, 2.22, 1.69], [6.99, 4.31, 3.65], [5.85, 4.77, 6.00], [5.05, 3.29, 6.19], [4.50, 4.37, 5.00], [7.03, 2.70, 5.05], [5.19, 1.50, 3.97], [6.39, 1.78, 2.86], [3.48, 2.75, 0.91], [3.23, 1.85, 2.33], [4.60, 1.36, 1.34], [6.33, 4.66, 2.97], [7.05, 5.14, 4.23], [-1.40, 6.17, -0.10], [-2.80, 5.53, -0.03], [-3.94, 6.28, -0.76], [-5.17, 5.88, -0.19], [-6.22, 6.11, -1.06], [-2.83, 4.12, -0.43], [-0.64, 5.42, 0.11], [-1.18, 6.93, 0.65], [-1.18, 6.59, -1.07], [-3.10, 5.54, 1.02], [-3.94, 6.36, -1.85], [-3.69, 7.32, -0.54], [-6.50, 7.12, -1.35], [-7.12, 5.85, -0.51], [-6.18, 5.57, -2.01], [-3.77, 3.78, -0.30], [-2.83, 4.04, -1.44], [2.76, -5.09, -1.50], [1.87, -5.53, -2.61], [2.32, -6.84, -3.26], [2.51, -7.87, -2.24], [2.87, -9.10, -2.82], [0.50, -5.72, -1.93], [3.75, -4.81, -1.89], [2.86, -5.87, -0.74], [2.29, -4.29, -0.94], [1.69, -4.75, -3.36], [3.21, -6.65, -3.87], [1.72, -7.20, -4.09], [2.13, -9.71, -3.34], [3.06, -9.72, -1.94], [3.76, -9.14, -3.44], [0.68, -6.48, -1.28], [-0.06, -6.18, -2.64], [-5.95, 2.07, -4.58], [-5.04, 1.41, -5.61], [-3.92, 0.50, -5.05], [-2.92, 1.22, -4.39], [-2.04, 0.33, -3.72], [-5.97, 0.75, -6.55], [-5.30, 2.72, -3.99], [-6.46, 1.30, -4.00], [-6.72, 2.67, -5.07], [-4.56, 2.15, -6.24], [-3.54, -0.18, -5.82], [-4.37, -0.16, -4.31], [-1.37, -0.20, -4.40], [-2.43, -0.37, -2.98], [-1.35, 1.00, -3.20], [-5.63, 0.26, -7.37], [-6.35, -0.02, -6.01], [-1.37, 4.93, 5.39], [-2.55, 5.02, 4.33], [-2.73, 3.75, 3.52], [-2.77, 2.63, 4.32], [-3.20, 1.50, 3.75], [-3.64, 5.40, 5.19], [-0.46, 4.76, 4.83], [-1.51, 4.18, 6.17], [-1.05, 5.81, 5.94], [-2.24, 5.86, 3.71], [-2.09, 3.64, 2.64], [-3.71, 3.91, 3.06], [-3.19, 1.55, 2.66], [-4.23, 1.30, 4.05], [-2.70, 0.57, 4.03], [-3.51, 6.19, 5.80], [-4.48, 5.62, 4.68], [-2.52, -3.34, 1.30], [-1.55, -2.19, 0.96], [-1.98, -0.92, 1.69], [-3.12, -0.28, 1.17], [-2.92, 0.48, 0.00], [-0.21, -2.56, 1.50], [-3.55, -2.98, 1.21], [-2.59, -3.64, 2.34], [-2.30, -4.24, 0.71], [-1.53, -2.09, -0.13], [-1.13, -0.24, 1.58], [-2.08, -1.08, 2.77], [-2.80, -0.09, -0.92], [-2.17, 1.25, 0.16], [-3.77, 1.14, -0.13], [0.52, -2.11, 0.96], [-0.19, -3.49, 1.11], [4.09, -3.44, -4.90], [3.39, -3.22, -6.32], [1.89, -3.01, -6.24], [1.29, -4.23, -5.80], [-0.05, -3.95, -5.24], [3.97, -2.15, -6.94], [5.17, -3.39, -5.05], [3.80, -4.39, -4.47], [3.86, -2.70, -4.13], [3.54, -4.05, -7.01], [1.37, -2.77, -7.17], [1.78, -2.10, -5.65], [0.01, -3.09, -4.57], [-0.54, -4.76, -4.71], [-0.68, -3.64, -6.08], [4.23, -1.52, -6.19], [4.82, -2.50, -7.35], [1.61, -1.48, -2.21], [1.97, -0.62, -1.10], [0.95, 0.62, -0.75], [1.37, 1.31, 0.46], [0.50, 2.33, 1.02], [1.97, -1.49, 0.02], [2.17, -2.40, -2.38], [1.66, -1.00, -3.18], [0.57, -1.82, -2.12], [3.02, -0.33, -1.16], [-0.11, 0.37, -0.71], [1.04, 1.40, -1.51], [1.03, 3.20, 1.41], [-0.15, 1.96, 1.82], [-0.22, 2.78, 0.34], [2.18, -0.99, 0.88], [2.79, -2.09, 0.01], [1.41, -0.63, 4.39], [2.12, -1.96, 4.47], [1.24, -2.92, 5.38], [1.19, -2.50, 6.74], [0.28, -3.29, 7.62], [2.41, -2.38, 3.10], [1.90, 0.21, 3.89], [1.07, -0.39, 5.40], [0.51, -0.79, 3.80], [3.03, -1.70, 5.01], [1.55, -3.96, 5.41], [0.28, -2.98, 4.88], [-0.09, -2.63, 8.41], [0.86, -4.10, 8.06], [-0.65, -3.63, 7.18], [1.54, -2.68, 2.68], [2.98, -3.22, 3.16]]}